Entry 1:
The following is a DFT calculation (the ωB97M-V functional and the def2-TZVPD basis) of the molecule C4H5NO2.

Structure (XYZ):
```
12
C4H5NO2 (the ωB97M-V functional and the def2-TZVPD basis)
C -1.54653 -0.39272 -0.83568
C -0.33023 0.08355 -0.11925
C 0.12350 1.31240 0.14974
O 1.36041 1.24726 0.75820
C 1.70710 -0.07312 0.88981
O 2.72625 -0.47166 1.39136
N 0.66788 -0.78436 0.33542
H -1.30193 -0.69096 -1.86157
H -1.99659 -1.25527 -0.33282
H -2.29610 0.40076 -0.88306
H -0.27922 2.29607 -0.03261
H 0.60135 -1.78395 0.43472
```

## Properties
Highest occupied orbital energy: -8.621 eV
LUMO: 0.692 eV
Energy relative to the best compared isomer or geometry (same formula, charge and spin): 0.1 kcal per mole
Net charge: 0
M: 99.09 g/mol
SMILES: Cc1coc(=O)[nH]1

=====

Entry 2:
The following is a DFT calculation (the ωB97M-V functional and the def2-TZVPD basis) of a cluster of 3 separate species, C28H62Br3ClFN7O6P2 in total at a distorted geometry.

Structure (XYZ):
```
110
C28H62Br3ClFN7O6P2 (the ωB97M-V functional and the def2-TZVPD basis)
C 0.06928 -4.86418 0.68046
C -0.90735 -3.71644 0.96992
O -2.12318 -3.90562 0.24592
C -2.37877 -2.94019 -0.73478
C -3.87096 -2.94266 -1.11597
C -4.14035 -4.11238 -2.07863
C -4.13813 -5.47546 -1.43561
O -4.56162 -5.81185 -0.39326
Cl -3.39918 -6.73263 -2.52851
O -4.66194 -3.04153 0.04470
C -5.52478 -1.94679 0.35274
C -4.74760 -0.63575 0.45225
C -3.97070 -0.34674 1.73774
C -3.10482 -1.47048 2.29997
F -4.79582 0.15139 2.74957
C -6.19429 -2.36809 1.68191
Br -5.66790 -4.02934 2.41539
C -7.11820 -1.70125 2.36745
C -7.75289 -2.17086 3.64468
Br -7.76116 0.00201 1.80664
C -6.67845 -1.93159 -0.69822
C -6.48611 -1.03199 -1.94274
N -7.48146 0.04040 -2.09384
O -6.90684 -3.28346 -1.11156
C -8.26078 -3.58480 -1.22816
Br -8.40560 -5.46580 -1.61610
H 0.43155 -5.29473 1.61240
H 0.90872 -4.54739 0.06466
H -0.47322 -5.65578 0.16511
H -1.17227 -3.75434 2.02716
H -0.46644 -2.74388 0.74546
H -1.81825 -3.20049 -1.64551
H -2.05669 -1.93342 -0.44107
H -4.00360 -2.03590 -1.71061
H -5.09909 -3.99366 -2.58496
H -3.37323 -4.10900 -2.84912
H -4.02977 -0.52703 -0.36087
H -5.42697 0.20758 0.31065
H -3.29612 0.47530 1.49355
H -3.22563 -2.42600 1.79977
H -3.34312 -1.60028 3.35516
H -2.05392 -1.18408 2.24673
H -8.07662 -3.20536 3.57058
H -8.63741 -1.56805 3.84057
H -7.07143 -2.01760 4.48126
H -7.61489 -1.60889 -0.24520
H -6.59308 -1.67138 -2.82028
H -5.50047 -0.57529 -2.01326
H -7.69947 0.44083 -1.18837
H -8.33572 -0.36323 -2.45685
H -8.73452 -3.02551 -2.03674
H -8.79808 -3.43562 -0.29097
O 0.08315 0.06672 0.63273
P 0.74642 1.02857 -0.28389
N 1.82442 1.90717 0.65174
C 2.34682 3.20513 0.28668
C 2.85652 1.10550 1.28914
N -0.55443 2.08659 -0.71408
C -0.92124 3.16529 0.19600
C -1.71691 1.30054 -1.08321
N 1.53790 1.06162 -1.81717
C 1.11362 1.99052 -2.85667
C 1.74316 -0.27923 -2.39272
H 3.12965 3.14018 -0.47916
H 2.78432 3.67826 1.16945
H 1.57403 3.88390 -0.06134
H 3.64341 0.83231 0.57234
H 2.43524 0.19427 1.71415
H 3.31453 1.65741 2.11270
H -0.99896 2.84024 1.24131
H -1.88546 3.57722 -0.10717
H -0.21420 3.98857 0.14186
H -2.22842 0.89570 -0.20426
H -1.43043 0.45776 -1.72040
H -2.42150 1.90988 -1.65531
H 0.14158 1.74426 -3.29663
H 1.87139 1.95246 -3.64330
H 1.07979 3.01078 -2.48857
H 0.80697 -0.73395 -2.74057
H 2.18401 -0.94445 -1.64720
H 2.43539 -0.22691 -3.23311
O 5.60829 2.57934 -0.64243
P 6.80280 2.89921 0.19671
N 7.44385 4.21198 -0.68041
C 8.84568 4.56921 -0.68479
C 6.59630 5.39513 -0.67296
N 7.73755 1.46515 -0.07980
C 8.41947 1.32147 -1.35973
C 6.95716 0.27244 0.22674
N 7.61732 3.27890 1.70894
C 8.81829 2.55649 2.10920
C 6.69834 3.37880 2.85870
H 9.16451 5.08149 0.23523
H 9.03162 5.24168 -1.52490
H 9.48690 3.70549 -0.83236
H 6.67076 5.95107 0.27440
H 5.55408 5.11533 -0.82623
H 6.87914 6.06385 -1.48750
H 7.78038 1.55956 -2.21895
H 8.76731 0.29263 -1.46576
H 9.31018 1.94519 -1.40694
H 6.23097 0.03232 -0.55821
H 6.40301 0.40408 1.16138
H 7.62891 -0.57754 0.36488
H 8.63347 1.51780 2.39777
H 9.23142 3.08902 2.97079
H 9.57076 2.57009 1.32719
H 6.30081 2.40335 3.16428
H 5.85215 4.02350 2.60712
H 7.20714 3.82592 3.71305
```

## Properties
Highest occupied orbital energy: -8.671 eV
LUMO: 0.318 eV
Energy relative to the best compared isomer or geometry (same formula, charge and spin): 0.0 kcal per mole
Net charge: 0
M: 948.96 g/mol
SMILES: CCOC[C@@H](CC(=O)Cl)O[C@](C[C@H](C)F)(/C(Br)=C(/C)Br)[C@@H](CN)OCBr.CN(C)P(=O)(N(C)C)N(C)C.CN(C)P(=O)(N(C)C)N(C)C

=====

Entry 3:
The following is a DFT calculation (the ωB97M-V functional and the def2-TZVPD basis) of a structure of composition C11H25BBrCl4CsF2MgN2O6PS at a distorted geometry.

Structure (XYZ):
```
56
C11H25BBrCl4CsF2MgN2O6PS (the ωB97M-V functional and the def2-TZVPD basis)
C -2.20554 0.79583 1.15247
P -0.67919 -0.28462 0.87981
C -0.83901 -1.48630 -0.54021
C -0.37599 -1.15524 2.49912
N -0.84318 -2.30462 3.10457
C -0.21479 -2.33645 4.36282
C 0.65236 -1.20117 4.55929
N 0.47499 -0.53039 3.31695
B 1.06365 0.73748 2.80310
O 2.24554 0.65646 2.03323
O 0.45472 2.02650 3.04149
H -2.63962 0.52779 2.15374
H -1.86518 1.86480 1.13273
H -2.94254 0.56877 0.35753
H -1.74298 -1.14275 -1.13860
H -0.99408 -2.53917 -0.20181
H 0.03673 -1.41687 -1.23872
H -1.52005 -2.94989 2.69565
H -0.33795 -3.11287 5.15095
H 1.27233 -0.88232 5.41417
H 2.06915 -0.09413 1.42525
H 1.02357 2.67722 2.52386
C -4.16420 3.66917 -0.01273
Cl -3.82864 4.81615 1.25906
Cl -2.67096 3.28609 -0.87771
H -4.58033 2.73951 0.42712
H -4.87615 4.10135 -0.71295
O -1.26359 -4.13738 -1.42162
H -0.70582 -3.94431 -2.17517
F -4.47237 1.51626 1.66779
Mg 0.40002 2.46578 1.15219
C 3.06520 -0.73377 -4.60666
C 4.27526 -1.66671 -4.49125
C 3.85083 -2.86505 -3.63668
S 2.08343 -3.04906 -3.87622
O 1.41842 -2.77871 -2.62469
O 1.82723 -4.24903 -4.63556
C 1.88037 -1.63156 -4.94270
H 3.21533 0.03194 -5.36819
H 2.89421 -0.23088 -3.65062
H 4.56653 -2.00990 -5.48785
H 5.13682 -1.15868 -4.05575
H 4.35307 -3.78017 -3.94655
H 4.02990 -2.68410 -2.57679
H 0.91642 -1.16101 -4.75384
H 1.93217 -1.98178 -5.97468
Br -2.22384 0.87176 -1.91346
C -1.13062 7.28337 2.80151
Cl -1.30518 8.90057 2.10446
Cl -2.58325 6.80817 3.69051
H -0.96540 6.56356 1.99042
H -0.28417 7.28522 3.48518
Cs -0.39911 -6.25785 -0.99793
O -0.53832 -5.55862 4.26724
H -0.39314 -4.65190 3.99201
F -1.55311 5.77351 0.41473
```

## Properties
Highest occupied orbital energy: -4.355 eV
LUMO: -1.595 eV
Net charge: -1
M: 772.10 g/mol

=====

Entry 4:
The following is a DFT calculation (the ωB97M-V functional and the def2-TZVPD basis) of the molecule C3H3NO4 at a distorted geometry.

Structure (XYZ):
```
11
C3H3NO4 (the ωB97M-V functional and the def2-TZVPD basis)
C -0.81655 -1.00629 0.33552
C 1.15708 0.43999 -1.26994
C 0.37230 1.06103 0.99996
H -2.00659 -1.36769 0.57448
H 2.31844 0.49904 -1.09152
H 1.39969 1.42439 1.09723
N -0.03732 0.89643 -0.46395
O 0.02570 -1.56389 1.04168
O -0.96671 0.02891 -0.53338
O 0.64071 -0.30273 -2.15961
O -0.41561 0.61282 1.93559
```

## Properties
Highest occupied orbital energy: -10.507 eV
LUMO: -0.184 eV
Energy relative to the best compared isomer or geometry (same formula, charge and spin): 144.7 kcal per mole
Net charge: 0
M: 117.06 g/mol
SMILES: O=CON(C=O)C=O

=====

Entry 5:
The following is a DFT calculation (the ωB97M-V functional and the def2-TZVPD basis) of a cluster of 2 separate species, CH2Cl2O in total at a distorted geometry.

Structure (XYZ):
```
6
CH2Cl2O (the ωB97M-V functional and the def2-TZVPD basis)
C -1.03415 0.00604 0.57018
O 1.45548 0.19842 -0.48665
Cl -1.50645 -1.45664 -0.10053
Cl -1.88411 1.30662 -0.06009
H 1.28741 0.65373 0.34192
H 1.68182 -0.70817 -0.26483
```

## Properties
Highest occupied orbital energy: -9.406 eV
LUMO: -0.809 eV
Energy relative to the best compared isomer or geometry (same formula, charge and spin): 57.0 kcal per mole
Net charge: 0
M: 100.93 g/mol

=====

Entry 6:
The following is a DFT calculation (the ωB97M-V functional and the def2-TZVPD basis) of the molecule C6H12OS at a distorted geometry.

Structure (XYZ):
```
20
C6H12OS (the ωB97M-V functional and the def2-TZVPD basis)
C 0.83346 -0.00808 -0.66397
C -0.63250 -0.19023 -0.88093
C 1.53139 -1.16815 1.43443
C -1.79172 1.11091 0.91748
C 1.65371 -1.13117 -0.08824
C -1.58905 0.93136 -0.58498
O 0.26632 1.29497 -2.96871
S 0.34804 -0.06987 -2.44262
H 1.14677 0.98862 -0.37222
H -1.01204 -1.19002 -0.70395
H 1.88805 -0.23589 1.86627
H 2.12161 -1.98426 1.84293
H 0.49408 -1.30841 1.72880
H -2.20043 0.20330 1.35723
H -2.48329 1.92734 1.10813
H -0.84756 1.33538 1.40813
H 1.31156 -2.08020 -0.50673
H 2.70212 -1.00069 -0.36591
H -1.19110 1.85068 -1.02205
H -2.54942 0.72440 -1.06311
```

## Properties
Highest occupied orbital energy: -9.043 eV
LUMO: 0.923 eV
Energy relative to the best compared isomer or geometry (same formula, charge and spin): 25.4 kcal per mole
Net charge: 0
M: 132.23 g/mol

=====

Entry 7:
The following is a DFT calculation (the ωB97M-V functional and the def2-TZVPD basis) of the molecule C6H12 at a distorted geometry.

Structure (XYZ):
```
18
C6H12 (the ωB97M-V functional and the def2-TZVPD basis)
C -1.82274 0.52067 1.17241
C -1.25916 -0.55714 0.25166
C 0.16821 -1.02213 0.57906
C 1.03242 -0.55043 -0.58903
C 2.13123 0.43987 -0.61242
C 0.71311 0.71914 -1.29096
H -1.23019 1.43798 1.05368
H -1.81269 0.26783 2.23901
H -2.85229 0.75638 0.88527
H -1.95028 -1.38852 0.08752
H -1.13441 -0.06188 -0.73767
H 0.25246 -2.11448 0.64000
H 0.53919 -0.62207 1.53345
H 1.22651 -1.33275 -1.32224
H 2.24994 1.15041 0.19970
H 3.10306 0.10866 -1.00463
H 0.44426 0.73917 -2.34884
H 0.20136 1.50928 -0.73597
```

## Properties
Highest occupied orbital energy: -9.980 eV
LUMO: 1.277 eV
Energy relative to the best compared isomer or geometry (same formula, charge and spin): 45.4 kcal per mole
Net charge: 0
M: 84.16 g/mol
SMILES: CCCC1CC1

=====

Entry 8:
The following is a DFT calculation (the ωB97M-V functional and the def2-TZVPD basis) of a structure of composition Cd4N6O18 at a distorted geometry.

Structure (XYZ):
```
28
Cd4N6O18 (the ωB97M-V functional and the def2-TZVPD basis)
Cd 3.67088 -0.34000 3.55692
Cd 0.47187 1.18936 -1.94840
Cd 1.76305 -3.26973 0.41066
Cd -2.36667 -1.28776 1.57341
N -3.76666 1.71921 1.21412
O -3.93135 2.07724 0.06161
O -4.00389 2.43760 2.10405
O -3.29569 0.60194 1.54271
N -2.13130 -0.67937 -1.40131
O -2.21064 -1.53929 -0.53449
O -2.87153 -0.74055 -2.44754
O -1.44568 0.32186 -1.31869
N 0.60964 -0.35432 1.19088
O 1.38648 -1.02496 1.80276
O -0.48924 -0.09416 1.57066
O 1.11946 0.12291 0.16958
N 0.58993 -2.30523 -2.21453
O 1.14616 -3.08012 -2.96908
O 0.40236 -2.71275 -1.08600
O 0.79808 -1.13124 -2.20240
N 4.27178 -1.24024 0.60788
O 3.60063 -2.24338 0.65745
O 4.22584 -0.31551 1.45518
O 4.78526 -0.98742 -0.38096
N -0.60731 3.73681 -0.27783
O -0.35357 4.55365 0.53071
O -1.51488 3.80319 -1.03427
O 0.14697 2.78226 -0.63306
```

## Properties
Highest occupied orbital energy (alpha / beta): -18.948 / -16.877 eV
LUMO (alpha / beta): -12.592 / -14.230 eV
Spin multiplicity: 2
Net charge: +3
M: 821.67 g/mol

=====

Entry 9:
The following is a DFT calculation (the ωB97M-V functional and the def2-TZVPD basis) of the molecule ClHN4 at a distorted geometry.

Structure (XYZ):
```
6
ClHN4 (the ωB97M-V functional and the def2-TZVPD basis)
N 0.24181 0.51058 -0.47454
N -0.77412 0.57613 0.23102
N -2.01360 1.03130 -0.22824
N -3.14470 0.96961 0.03617
Cl -4.00215 -0.73783 0.11768
H 0.98363 0.56472 0.22216
```

## Properties
Highest occupied orbital energy (alpha / beta): -9.788 / -9.788 eV
LUMO (alpha / beta): -1.171 / -1.171 eV
Energy relative to the best compared isomer or geometry (same formula, charge and spin): 156.3 kcal per mole
Net charge: 0
M: 92.49 g/mol
SMILES: [H]/N=N/N=N\Cl

=====

Entry 10:
The following is a DFT calculation (the ωB97M-V functional and the def2-TZVPD basis) of a cluster of 3 separate species, C5H11N3 in total at a distorted geometry.

Structure (XYZ):
```
19
C5H11N3 (the ωB97M-V functional and the def2-TZVPD basis)
C 1.22630 -0.69154 -0.36852
C 1.48599 0.95915 -0.46865
C -0.62716 0.58892 0.35606
C -2.21331 0.27446 0.29540
C -0.28207 -0.43221 -0.56326
H 1.88659 -2.98264 0.44609
H 2.81230 -0.00372 1.63861
H 1.61555 -1.22725 -1.18403
H 2.18604 1.24454 0.13710
H 1.48452 0.93904 -1.63855
H 0.52963 2.19056 1.08333
H -0.34426 0.46963 1.42514
H -2.89811 0.79682 -0.31342
H -2.68780 0.21000 1.37390
H -2.11682 -1.48738 -0.95044
H -0.35650 -0.19887 -1.75028
N 1.43175 -1.33300 0.76455
N 0.35624 1.78746 0.01652
N -1.73795 -1.04637 -0.17730
```

## Properties
Highest occupied orbital energy: -8.290 eV
LUMO: -1.590 eV
Energy relative to the best compared isomer or geometry (same formula, charge and spin): 317.1 kcal per mole
Net charge: 0
M: 113.16 g/mol

=====

Entry 11:
The following is a DFT calculation (the ωB97M-V functional and the def2-TZVPD basis) of a structure of composition C5H14N2O.

Structure (XYZ):
```
22
C5H14N2O (the ωB97M-V functional and the def2-TZVPD basis)
C -0.96070 -0.75975 0.26730
C 1.56945 0.04441 -0.26072
C 0.32562 -1.23106 -0.09249
C -1.30468 -0.37426 1.66976
C -0.43781 1.84141 -0.82590
N -2.02043 -0.82377 -0.60317
N 2.75010 -0.41856 -0.80810
O 1.86265 0.53399 1.00470
H 1.16076 1.16610 1.21690
H 0.61907 0.96711 -0.73535
H -2.80250 -0.20977 -0.41743
H -1.79795 -0.96126 -1.57783
H 3.47753 -0.74835 -0.18277
H 2.67687 -0.93036 -1.67165
H 0.81299 -1.79968 0.69511
H 0.36046 -1.76003 -1.04323
H -1.86152 0.56899 1.69257
H -0.40780 -0.26627 2.27611
H -1.94214 -1.13495 2.13452
H -1.03686 1.49616 -1.67015
H -1.09582 2.02025 0.02707
H 0.05272 2.77963 -1.09526
```

## Properties
Highest occupied orbital energy (alpha / beta): -5.978 / -6.166 eV
LUMO (alpha / beta): 0.496 / 0.784 eV
Energy relative to the best compared isomer or geometry (same formula, charge and spin): 122.8 kcal per mole
Net charge: 0
M: 118.18 g/mol

=====

Entry 12:
The following is a DFT calculation (the ωB97M-V functional and the def2-TZVPD basis) of a cluster of 2 separate species, C4H11NO2 in total at a distorted geometry.

Structure (XYZ):
```
18
C4H11NO2 (the ωB97M-V functional and the def2-TZVPD basis)
C -1.69517 1.37678 0.91928
C -1.84557 -0.08580 1.21265
O -1.30332 -0.63454 2.28092
O -2.33578 -0.77036 0.32142
H -2.71945 1.74540 0.84374
H -1.02630 1.52690 0.05168
H -1.42099 2.03398 1.79712
C 1.75658 0.05750 -1.28136
C 1.86762 -1.21893 -0.44736
N 0.29087 0.27730 -1.58374
H 2.18791 0.94332 -0.77723
H 2.08545 0.14896 -2.40965
H 1.48992 -1.14335 0.62485
H 2.89097 -1.64544 -0.37218
H -0.30798 -0.34878 -1.11139
H 0.15816 1.31273 -1.44794
H -1.24579 -1.69398 2.28592
H 1.17287 -1.88167 -0.90674
```

## Properties
Highest occupied orbital energy: -8.894 eV
LUMO: 0.514 eV
Energy relative to the best compared isomer or geometry (same formula, charge and spin): 45.1 kcal per mole
Net charge: 0
M: 105.14 g/mol
SMILES: CC(=O)O.CCN